DFT (the ωB97M-V functional and the def2-TZVPD basis) results for a structure of composition C17H13F6N3O4RhS4.

```
48
Properties=species:S:1:pos:R:3:nbo_charge:R:1
Rh -0.12845 -0.01248 0.12930 0.734
F -5.42766 -1.15442 2.33482 -0.310
C -4.58577 -1.33294 1.32291 0.722
F -4.02665 -2.53849 1.43125 -0.315
F -5.27522 -1.28965 0.18478 -0.315
S -3.30230 -0.01580 1.28913 2.263
O -2.51836 -0.35223 0.11120 -0.967
O -4.01298 1.22341 1.28396 -0.906
N -2.63067 -0.34484 2.68046 -1.236
S -1.14085 -0.05817 3.08106 2.258
O -0.46958 0.94576 2.27227 -0.939
O -1.00784 0.03300 4.50048 -0.917
C -0.30886 -1.70954 2.77098 0.717
F -0.79692 -2.33568 1.69546 -0.317
F 1.00540 -1.55274 2.60387 -0.310
F -0.51257 -2.49686 3.82850 -0.312
C -1.38825 -2.88723 -2.11936 -0.659
C -0.21261 -2.04979 -2.49727 0.087
N 0.32896 -1.18068 -1.71240 -0.499
C 1.38523 -0.49538 -2.29641 0.084
C 1.66064 -0.87898 -3.56177 -0.430
S 0.56710 -2.12529 -4.03305 0.391
C 1.17861 1.88906 -1.69132 0.045
C 1.52516 2.99374 -2.44034 -0.568
S 0.17886 4.12632 -2.45439 0.206
C -0.68841 3.07377 -1.32235 -0.093
N -0.02892 1.91206 -1.08897 -0.605
C -2.09275 3.35182 -0.93190 -0.643
H -2.01583 -2.31570 -1.43575 0.267
H -1.06672 -3.79667 -1.60974 0.229
H -1.96910 -3.17120 -2.99562 0.221
H 2.40281 -0.49489 -4.24214 0.248
H 2.42283 3.17178 -3.01089 0.217
H -2.26859 4.42707 -0.84750 0.202
H -2.32157 2.89073 0.02907 0.231
H -2.82186 2.95651 -1.66372 0.180
C 1.91204 0.62235 -1.48512 0.067
C 2.66451 0.37273 -0.30850 -0.042
C 3.16306 -0.91982 -0.00058 -0.213
C 3.86692 -1.14797 1.16367 -0.223
C 4.10073 -0.10990 2.06267 -0.214
C 3.61378 1.16774 1.78156 -0.218
C 2.90785 1.41292 0.62377 -0.191
H 2.97479 -1.73094 -0.69477 0.211
H 4.22842 -2.14509 1.38734 0.206
H 4.64434 -0.29736 2.97984 0.204
H 3.77807 1.97305 2.48709 0.211
H 2.50919 2.39692 0.40840 0.240
```

Properties
Frontier orbital gap (spin up / spin down) ... 0.11558 / 0.23086 hartree
<S²> ... 6.05
2S+1 ... 5
Total charge ... -1

DFT (the ωB97M-V functional and the def2-TZVPD basis) results for a cluster of 3 separate species, C25H35BrN2O9 in total in a non-equilibrium geometry.

```
72
Properties=species:S:1:pos:R:3:lowdin_charge:R:1
C -0.33512 -1.24141 6.99140 -0.145
C -1.29759 -0.18210 6.16659 -0.198
C -0.62284 0.30553 4.71561 -0.176
O -1.74907 0.46979 3.78961 -0.141
C -1.36885 0.30053 2.38234 -0.425
C -2.43077 1.25880 1.51398 -0.081
N -2.87890 2.33333 0.89738 0.139
O 0.03969 0.54612 2.06509 -0.150
C 0.36796 1.96988 1.93014 -0.213
C 0.51259 2.47152 0.34065 -0.086
C -1.69235 -1.24578 1.83007 -0.575
Br -3.71560 -1.43093 1.98863 0.767
C -0.98810 -2.42133 2.72584 -0.098
N -0.41226 -3.13977 3.66762 0.137
C -1.34384 -1.44849 0.24132 -0.121
C 0.06412 -2.22778 -0.07075 -0.200
O 0.27757 -3.54689 -0.01135 -0.032
C 1.37375 -1.31355 -0.56740 -0.070
C 2.55940 -0.77410 0.42802 -0.012
C 3.75792 0.14129 -0.29109 -0.060
C 3.77886 0.46971 -1.92707 -0.067
C 2.57250 -0.09775 -2.91972 -0.063
C 1.39713 -0.99371 -2.20846 -0.021
H -0.56961 -2.31682 6.54872 0.076
H -0.71595 -1.26583 8.10845 0.079
H 0.79944 -0.95602 6.95904 0.079
H -1.69444 0.71125 6.80941 0.109
H -2.26024 -0.81061 5.84486 0.122
H 0.14283 -0.53343 4.43672 0.120
H -0.06480 1.33532 4.79912 0.135
H -0.29773 2.69821 2.57465 0.138
H 1.47189 2.09422 2.36924 0.139
H 1.63695 2.55015 0.00304 0.074
H 0.10122 3.59179 0.34977 0.084
H -0.16343 1.85500 -0.39171 0.073
H -2.20850 -2.11642 -0.22172 0.124
H -1.33301 -0.45595 -0.39297 0.134
H 2.55395 -1.03044 1.57787 0.103
H 4.62171 0.57125 0.38581 0.080
H 4.63545 1.14008 -2.41111 0.086
H 2.55168 0.11706 -4.08654 0.092
H 0.53676 -1.40779 -2.91058 0.100
C 1.19640 -5.92222 -0.99749 -0.083
C 2.39746 -6.68154 -1.53389 -0.211
O 1.98830 -7.79748 -2.33558 0.022
C 1.54320 -7.49385 -3.58007 -0.551
O 1.46914 -6.37617 -4.06486 0.103
O 1.16499 -8.64780 -4.18593 -0.010
C 0.57197 -8.45589 -5.46790 -0.057
H 0.52075 -6.59719 -0.46272 0.088
H 1.51404 -5.12530 -0.31923 0.056
H 0.61608 -5.46991 -1.80756 0.073
H 2.96964 -7.09017 -0.69281 0.123
H 3.07375 -6.02852 -2.09624 0.125
H 1.22403 -7.87249 -6.12567 0.096
H -0.40177 -7.96855 -5.35716 0.098
H 0.41700 -9.43895 -5.92141 0.093
C -1.55099 8.74641 -3.82900 -0.071
C -0.56343 7.77114 -3.21222 -0.220
O -0.76289 7.65829 -1.79698 0.020
C -1.83243 6.91850 -1.41248 -0.551
O -2.61753 6.34947 -2.15376 0.108
O -1.89749 6.94384 -0.05717 -0.013
C -3.04733 6.29071 0.47501 -0.054
H -1.50536 9.71472 -3.32072 0.082
H -1.33847 8.89174 -4.89188 0.080
H -2.57999 8.38661 -3.73270 0.074
H 0.45494 8.14984 -3.35816 0.123
H -0.61209 6.78630 -3.68948 0.124
H -3.12928 5.26355 0.10564 0.080
H -3.94684 6.86342 0.22842 0.099
H -2.94617 6.25753 1.56348 0.094
```

Properties
SMILES ... CCCO[C@@](C#N)(OCC)[C@](Br)(C#N)CC(=O)c1ccccc1.CCOC(=O)OC.CCOC(=O)OC
Frontier orbital gap ... 0.29860 hartree
Total charge ... 0

DFT (the ωB97M-V functional and the def2-TZVPD basis) results for a cluster of 3 separate species, C16H30FIO6Si in total.

```
55
Properties=species:S:1:pos:R:3:nbo_charge:R:1
C 0.07341 2.90899 1.61198 -0.614
C -0.79595 2.14478 0.62223 -0.431
C -1.29906 0.80996 1.15826 -0.166
F -2.27618 0.32535 0.26423 -0.391
Si 0.10894 -0.47537 1.36646 1.348
C -0.35206 -1.68715 2.74881 -0.864
C 0.05662 -1.09621 4.12738 -0.604
C 0.41906 -1.37649 -0.27033 -0.902
C 1.58618 -0.94652 -1.15625 -0.259
C 1.82738 -1.95391 -2.26777 -0.633
I 3.46495 -0.70130 -0.13182 0.043
H 0.05052 3.96006 1.35474 0.218
H -0.27884 2.82431 2.63174 0.218
H 1.09771 2.57291 1.54467 0.211
H -1.68204 2.74241 0.41546 0.209
H -0.28880 1.95962 -0.32090 0.195
H -1.75574 0.97636 2.13465 0.167
H 1.26702 0.27912 1.86400 -0.178
H 0.17540 -2.62322 2.62072 0.233
H -1.41915 -1.86692 2.74546 0.230
H 0.90416 -1.62760 4.53679 0.215
H 0.37693 -0.06298 4.03954 0.200
H -0.75692 -1.14571 4.84128 0.201
H -0.47652 -1.21307 -0.86848 0.256
H 0.46484 -2.44719 -0.10217 0.240
H 1.33094 -0.01423 -1.63823 0.206
H 2.66149 -1.57898 -2.85278 0.208
H 0.95377 -2.03503 -2.90633 0.220
H 2.12819 -2.91593 -1.87562 0.220
C -4.69060 2.11199 3.77407 -0.629
C -3.40283 2.16019 4.55624 0.064
C -3.52605 2.65755 5.97713 -0.094
O -2.22799 3.21763 6.21305 -0.490
C -1.71819 3.59812 5.01673 0.969
O -0.73404 4.24412 4.87683 -0.565
O -2.49403 3.13042 4.00032 -0.504
H -4.50434 1.79556 2.74774 0.235
H -5.38730 1.41005 4.23191 0.223
H -5.15440 3.09826 3.73481 0.220
H -2.90345 1.18666 4.52726 0.183
H -3.73391 1.86974 6.69677 0.206
H -4.27141 3.45016 6.07700 0.185
C 4.32428 -1.70531 -7.44240 -0.627
C 3.05987 -2.50131 -7.24419 0.065
C 1.83904 -1.69430 -6.86580 -0.094
O 1.06633 -2.64653 -6.12167 -0.494
C 1.92899 -3.54786 -5.58686 0.970
O 1.63836 -4.35992 -4.77172 -0.568
O 3.16943 -3.38199 -6.11095 -0.495
H 5.16299 -2.36623 -7.65789 0.231
H 4.20901 -1.00895 -8.27278 0.222
H 4.57188 -1.14433 -6.54046 0.221
H 2.85626 -3.12003 -8.12289 0.183
H 1.27319 -1.33395 -7.72118 0.205
H 2.08266 -0.85578 -6.20881 0.183
```

Properties
SMILES ... CC[C@@H](F)[Si@@H](CC)C[C@H](C)I.C[C@@H]1COC(=O)O1.C[C@@H]1COC(=O)O1
Energy above the lowest of the compared OMol25 structures with the same formula, charge and spin ... 0.0 kcal/mol
Frontier orbital gap ... 0.35506 hartree
Total charge ... 0

no.,total energy (eV)
1,-93152.5135
2,-117925.0680
3,-48060.1224